# 1
ORCA calculation (ωB97M-V/def2-TZVPD) on a 7-piece molecular cluster, C36H84N4O3 overall in a non-equilibrium geometry.

Properties
**Charge**: 0
**M**: 621.09 g/mol
**E_LUMO**: 0.32 eV
**Structure (SMILES)**: CCN(CC)CC.CCN(CC)CC.CCN(CC)CC.CCN(CC)CC.C1CCOC1.C1CCOC1.C1CCOC1
**Gap between HOMO and LUMO**: 8.197 eV

Each line ends with the Mulliken charge.
Geometry (Å):
C1 -3.2234 5.6012 2.6911  -1.010
C2 -3.9077 4.9060 3.8677  -0.709
N1 -4.8366 5.8199 4.4559  0.220
C3 -6.1156 6.0279 3.7739  -0.334
C4 -7.0707 4.8884 3.7598  -1.434
C5 -4.2101 6.9683 5.1632  -0.369
C6 -5.1577 7.7506 6.1151  -1.365
H1 -2.6150 6.4674 2.9512  0.302
H2 -3.8374 5.8304 1.8202  0.269
H3 -2.5016 4.8635 2.3405  0.408
H4 -4.4790 4.0144 3.6091  0.329
H5 -3.1864 4.5225 4.5893  0.350
H6 -6.5847 6.8322 4.3406  0.319
H7 -6.0640 6.4818 2.7842  0.276
H8 -6.8891 4.1940 2.9395  0.300
H9 -6.9364 4.3789 4.7140  0.331
H10 -8.0777 5.2893 3.6445  0.426
H11 -3.7107 7.6251 4.4508  0.327
H12 -3.4299 6.6411 5.8505  0.312
H13 -4.5252 8.1997 6.8809  0.391
H14 -5.9558 7.1219 6.5099  0.335
H15 -5.6821 8.5581 5.6041  0.326
C7 3.0776 4.5752 -5.7978  -1.427
C8 2.1593 5.6488 -5.1458  -0.342
N2 1.8165 5.5040 -3.7322  0.134
C9 1.2626 4.1573 -3.3090  -0.732
C10 -0.2162 3.9721 -3.8273  -0.977
C11 1.1843 6.6691 -3.0783  -0.402
C12 2.2196 7.7918 -2.9189  -1.367
H16 2.4284 3.8783 -6.3279  0.290
H17 3.7041 4.1157 -5.0333  0.386
H18 3.8096 5.0584 -6.4449  0.401
H19 2.7956 6.5301 -5.0644  0.375
H20 1.4837 5.9157 -5.9585  0.289
H21 2.0195 3.4449 -3.6369  0.340
H22 1.2085 4.1287 -2.2207  0.353
H23 -0.5449 2.9906 -3.4856  0.391
H24 -0.8934 4.7487 -3.4717  0.272
H25 -0.1631 3.8782 -4.9119  0.261
H26 0.8611 6.3094 -2.1014  0.389
H27 0.3263 6.9999 -3.6636  0.285
H28 3.2281 7.4191 -2.7393  0.348
H29 1.9121 8.4799 -2.1315  0.395
H30 2.2857 8.4155 -3.8103  0.341
C13 2.6222 -10.5616 -2.3912  -1.063
C14 1.9293 -9.4780 -3.2773  -0.646
N3 1.8809 -8.1334 -2.7008  0.223
C15 3.1992 -7.4525 -2.6063  -0.516
C16 3.5896 -6.7317 -3.9448  -1.256
C17 1.0768 -8.0888 -1.4843  -0.396
C18 -0.3656 -8.1845 -1.8217  -1.271
H31 2.8717 -11.4317 -2.9984  0.403
H32 1.8947 -10.9060 -1.6562  0.293
H33 3.5176 -10.2644 -1.8451  0.262
H34 2.4950 -9.4944 -4.2089  0.320
H35 0.9351 -9.8206 -3.5643  0.290
H36 3.1281 -6.7224 -1.8000  0.419
H37 4.0268 -8.0176 -2.1774  0.278
H38 4.2973 -5.9027 -3.9454  0.418
H39 3.9785 -7.5058 -4.6063  0.269
H40 2.6894 -6.2580 -4.3366  0.305
H41 1.2397 -7.0909 -1.0771  0.344
H42 1.4036 -8.8791 -0.8086  0.302
H43 -0.8992 -7.9509 -0.9004  0.403
H44 -0.7580 -9.1121 -2.2386  0.330
H45 -0.7117 -7.3913 -2.4844  0.288
C19 -6.9159 0.0682 -5.9254  -1.221
C20 -5.7337 -0.2444 -5.0166  -0.620
N4 -5.8867 -1.5964 -4.3862  0.275
C21 -5.4942 -2.6800 -5.2448  -0.497
C22 -6.1643 -3.9642 -4.6910  -1.227
C23 -5.2186 -1.6653 -3.0529  -0.569
C24 -6.1572 -0.9256 -2.0748  -1.185
H46 -6.7558 1.0028 -6.4629  0.393
H47 -7.8410 -0.0901 -5.3712  0.314
H48 -6.9015 -0.6943 -6.7042  0.264
H49 -4.8377 -0.2955 -5.6352  0.338
H50 -5.5882 0.5690 -4.3058  0.401
H51 -5.9107 -2.5823 -6.2474  0.285
H52 -4.4252 -2.8135 -5.4109  0.372
H53 -5.3970 -4.5466 -4.1811  0.298
H54 -7.0381 -3.7382 -4.0798  0.294
H55 -6.5630 -4.5685 -5.5059  0.403
H56 -4.2322 -1.2038 -3.1000  0.323
H57 -5.0947 -2.6537 -2.6103  0.370
H58 -6.1408 0.1585 -2.1865  0.287
H59 -5.7809 -1.1292 -1.0723  0.416
H60 -7.1797 -1.2663 -2.2374  0.286
C25 1.4375 -1.9312 2.6067  -0.512
C26 2.5933 -1.8225 1.5932  -0.386
C27 1.9682 -0.9664 0.5118  -0.412
O1 0.6559 -0.6170 0.8977  -0.403
C28 0.5391 -0.7595 2.3418  -0.446
H61 1.8896 -1.9366 3.5985  0.301
H62 0.9399 -2.8789 2.4013  0.253
H63 2.7593 -2.8401 1.2396  0.170
H64 3.4687 -1.4920 2.1521  0.327
H65 1.8915 -1.4767 -0.4483  0.266
H66 2.5137 -0.0365 0.3511  0.256
H67 -0.4691 -0.8061 2.7537  0.339
H68 0.9196 0.1571 2.7925  0.247
C29 3.7894 6.6843 3.4241  -0.513
C30 3.4329 6.4588 4.8745  -0.400
C31 4.4722 5.4329 5.3314  -0.442
O2 4.6070 4.6268 4.1715  -0.415
C32 4.4047 5.3109 2.9681  -0.359
H69 4.5915 7.3762 3.1672  0.277
H70 2.9021 6.9134 2.8339  0.272
H71 2.4592 5.9974 5.0394  0.230
H72 3.4852 7.3874 5.4428  0.304
H73 4.2325 4.7705 6.1632  0.274
H74 5.4207 5.8728 5.6398  0.250
H75 3.6502 4.7609 2.4057  0.233
H76 5.2521 5.5241 2.3164  0.287
C33 7.2080 -6.6742 4.8362  -0.580
C34 5.8384 -6.4291 5.4845  -0.493
C35 5.9649 -7.3461 6.6603  -0.413
O3 7.0933 -8.1348 6.4249  -0.397
C36 7.5795 -8.0766 5.0583  -0.326
H77 8.0318 -6.0181 5.1174  0.271
H78 7.1145 -6.3523 3.7990  0.351
H79 5.0272 -6.9107 4.9384  0.215
H80 5.5449 -5.3967 5.6743  0.342
H81 5.1010 -7.9849 6.8437  0.285
H82 6.1921 -6.7029 7.5105  0.239
H83 7.0943 -8.7833 4.3851  0.247
H84 8.6507 -8.2765 5.0294  0.261

Atoms 1-6, force components in eV/Å:
C 1.254 -1.595 -0.559
C -0.575 0.930 -0.613
N -0.653 0.296 1.978
C 0.799 1.912 0.705
C 0.091 -0.697 0.073
C -1.082 -0.391 0.047

---

# 2
ORCA calculation (ωB97M-V/def2-TZVPD) on C35H84NO36P7 as an isolated structure in a non-equilibrium geometry.

Properties
**Charge**: 0
**M**: 1311.85 g/mol
**E_LUMO**: 0.12 eV
**Gap between HOMO and LUMO**: 8.036 eV

Each line ends with the Mulliken charge.
Geometry (Å):
C1 20.6300 -7.2414 34.9770  -1.913
C2 22.0210 -7.8142 34.5789  2.407
O1 21.9850 -9.2202 34.3759  2.066
C3 23.0848 -9.8349 34.0733  -0.078
O2 24.1867 -9.3290 33.8766  -0.707
O3 22.8648 -11.1613 34.1359  1.828
C4 23.8245 -12.1165 33.7526  -1.584
H1 20.6330 -6.1837 34.7135  0.640
H2 20.4331 -7.4030 36.0368  0.189
H3 19.7920 -7.6515 34.4134  -1.558
H4 22.8368 -7.5252 35.2415  -0.469
H5 22.2799 -7.3183 33.6435  -0.111
H6 23.5509 -13.1274 34.0550  0.063
H7 24.8252 -12.0278 34.1756  0.667
H8 23.8755 -11.9947 32.6706  0.004
C5 22.5904 -8.3947 37.6022  -1.409
C6 23.1385 -9.6435 38.3685  -1.067
O4 22.4173 -10.8376 38.0358  -0.440
C7 22.7230 -11.7793 37.0903  0.620
O5 23.7673 -11.8046 36.3561  -0.677
O6 21.7690 -12.7464 37.0750  -0.575
C8 21.7447 -13.5554 35.9468  -0.477
H9 21.5503 -8.1959 37.8606  0.446
H10 22.8636 -8.4603 36.5490  0.965
H11 23.0635 -7.4892 37.9822  0.726
H12 23.1686 -9.5562 39.4545  0.569
H13 24.1695 -9.8607 38.0892  0.259
H14 21.3682 -12.9889 35.0950  0.297
H15 21.1139 -14.4300 36.1052  1.067
H16 22.7208 -14.0088 35.7744  0.324
C9 18.4947 -9.6525 34.1575  0.372
C10 19.7540 -10.0122 34.6841  -1.542
C11 20.4049 -11.1873 34.2590  1.465
C12 19.8045 -11.9768 33.2532  -0.661
C13 18.5916 -11.5928 32.7556  -0.614
C14 17.9384 -10.4494 33.2281  1.092
N1 20.5863 -13.1502 32.6679  0.609
O7 20.0411 -13.9016 31.8331  -0.884
O8 21.7089 -13.3506 33.0794  -0.671
H17 17.9995 -8.7632 34.5186  0.500
H18 20.1971 -9.4216 35.4723  0.582
H19 21.3882 -11.4411 34.6266  -0.770
H20 18.0277 -12.0802 31.9740  0.391
H21 16.9437 -10.2609 32.8522  -0.220
C15 15.7288 -9.0043 33.0598  -0.999
O9 16.3378 -8.9372 34.3421  -0.428
P1 17.1914 -7.6522 34.8143  0.863
O10 17.7329 -7.6475 36.1970  -0.777
O11 18.2554 -7.5802 33.6371  0.044
C16 19.3259 -6.5444 33.6818  -1.228
O12 16.2056 -6.4845 34.4301  -0.472
C17 16.4353 -5.1243 34.5988  -0.617
H22 16.2224 -8.5643 32.1933  0.324
H23 14.7695 -8.4957 33.1554  0.372
H24 15.5186 -10.0218 32.7301  0.464
H25 19.4682 -6.1420 34.6848  1.218
H26 19.0104 -5.7312 33.0282  0.403
H27 20.2127 -7.0173 33.2596  -0.875
H28 16.7142 -4.9802 35.6426  0.319
H29 15.4608 -4.6694 34.4212  0.307
H30 17.1270 -4.7522 33.8431  0.178
C18 25.1462 -11.0603 26.0612  -0.821
O13 24.6801 -11.5370 27.2825  -0.318
P2 24.6654 -10.4140 28.5452  0.850
O14 23.8205 -9.1730 28.3840  -0.525
O15 24.2647 -11.3444 29.8611  -0.314
C19 23.8603 -10.9091 31.1303  0.092
O16 26.2359 -10.1418 28.8753  -0.359
C20 27.0908 -11.2884 28.9644  -0.926
H31 25.6158 -11.8944 25.5398  0.287
H32 26.0207 -10.4187 26.1695  0.359
H33 24.3450 -10.5176 25.5596  0.251
H34 24.7055 -10.9944 31.8132  1.092
H35 23.0808 -11.5828 31.4862  0.046
H36 23.3757 -9.9335 31.1679  -0.864
H37 27.9343 -11.2081 28.2787  0.334
H38 26.6719 -12.2645 28.7197  0.361
H39 27.6006 -11.3836 29.9232  0.328
C21 24.1389 -8.0162 32.2876  -0.076
O17 23.8798 -6.7065 31.6791  -0.633
P3 22.3302 -6.3896 31.4937  -0.114
O18 21.4978 -6.4481 32.7073  -0.610
O19 22.4186 -4.9544 30.7569  -0.439
C22 22.9718 -3.7755 31.2849  -0.822
O20 21.9817 -7.5116 30.3176  0.078
C23 22.6857 -7.5711 29.0571  -1.664
H40 24.6342 -7.8216 33.2388  -0.266
H41 24.8067 -8.5465 31.6087  0.687
H42 23.1900 -8.4925 32.5338  -1.543
H43 23.0015 -2.9192 30.6111  0.345
H44 24.0233 -3.9904 31.4756  0.142
H45 22.4550 -3.4193 32.1760  0.277
H46 23.4478 -6.7921 29.0379  0.155
H47 22.1231 -7.3939 28.1405  0.546
H48 23.1144 -8.5654 28.9322  1.725
C24 22.9629 -16.6020 36.8397  -0.883
O21 23.3743 -15.4892 36.0556  -0.335
P4 22.8480 -15.5869 34.5140  1.078
O22 23.2423 -16.8097 33.7499  -0.908
O23 21.2650 -15.2409 34.6362  0.232
C25 20.3102 -15.9638 33.8777  -0.781
O24 23.4477 -14.1909 33.8796  0.721
C26 24.6561 -14.1035 33.2273  -1.317
H49 23.8302 -17.1468 37.2128  0.313
H50 22.2368 -17.2535 36.3533  0.314
H51 22.3508 -16.2369 37.6644  0.335
H52 19.9216 -15.3776 33.0450  0.139
H53 19.5467 -16.2535 34.5997  0.326
H54 20.7190 -16.9138 33.5335  0.341
H55 24.4568 -13.4244 32.3983  0.199
H56 25.0245 -14.9876 32.7071  0.436
H57 25.4348 -13.6747 33.8580  0.448
C27 23.4718 -6.5559 36.5145  -2.011
O25 24.3025 -6.2102 35.4558  0.939
P5 24.9309 -4.6773 35.3734  1.040
O26 23.9757 -3.5476 35.5577  -0.839
O27 26.0896 -4.7710 36.5173  -0.415
C28 27.1350 -5.7718 36.4815  -0.193
O28 25.6929 -4.7198 33.9298  -0.510
C29 25.0001 -5.1441 32.7764  0.571
H58 23.2687 -7.6136 36.3466  -0.143
H59 22.4981 -6.0707 36.4464  0.482
H60 24.0113 -6.5519 37.4616  1.417
H61 27.4454 -6.1930 37.4377  0.235
H62 28.0279 -5.4253 35.9611  0.342
H63 26.6921 -6.6209 35.9608  -0.132
H64 24.9897 -4.3017 32.0847  0.389
H65 24.0211 -5.5428 33.0422  -0.145
H66 25.5839 -5.9281 32.2939  0.225
C30 26.8736 -9.0661 40.4721  -0.806
O29 26.3977 -9.6422 39.2321  -0.226
P6 25.7314 -8.8135 38.0195  0.360
O30 24.6580 -7.8607 38.2997  -0.673
O31 25.3794 -9.9399 36.8996  -0.392
C31 24.9112 -9.5920 35.6224  0.317
O32 26.9865 -8.0835 37.3211  0.134
C32 28.1000 -8.8790 36.9033  -0.970
H67 26.2920 -9.5340 41.2663  0.299
H68 26.4911 -8.0460 40.5054  0.381
H69 27.9273 -9.2078 40.7127  0.253
H70 25.4836 -10.2045 34.9258  1.055
H71 24.9563 -8.5129 35.4758  -0.148
H72 23.8602 -9.8737 35.5584  -0.093
H73 28.0232 -8.9966 35.8223  0.223
H74 28.1122 -9.8607 37.3769  0.327
H75 28.9990 -8.3358 37.1947  0.309
C33 19.1070 -12.7051 29.8033  -1.031
O33 19.1949 -11.6680 30.7207  -0.118
P7 20.5025 -10.6990 30.7291  -0.783
O34 21.6811 -11.3312 31.3432  0.055
O35 19.8180 -9.4144 31.4223  -0.409
C34 20.5788 -8.5688 32.2129  0.203
O36 20.5579 -10.2573 29.1790  -0.482
C35 21.5729 -9.5136 28.5726  0.655
H76 19.0248 -13.6677 30.3082  0.268
H77 19.9206 -12.7276 29.0784  0.399
H78 18.2221 -12.4282 29.2302  0.330
H79 20.0264 -8.5579 33.1525  -0.013
H80 20.5192 -7.5702 31.7799  0.767
H81 21.6049 -8.8911 32.3897  0.902
H82 22.3823 -9.4377 29.2987  -2.409
H83 21.2149 -8.4901 28.4619  0.457
H84 21.9831 -9.9142 27.6456  0.476

Atoms 1-6, force components in eV/Å:
C 5.918 -3.484 4.674
C 0.197 0.655 -0.078
O 0.997 -0.193 0.774
C 1.379 -2.043 -0.822
O -3.390 -2.806 -2.770
O 1.162 2.489 -0.153

---

# 3
ORCA calculation (ωB97M-V/def2-TZVPD) on one molecule with the formula CH2F4N3P3 in a non-equilibrium geometry.

Properties
**Charge**: 0
**M**: 224.96 g/mol
**E_LUMO (alpha / beta)**: -0.95 / -0.95 eV
**Structure (SMILES)**: Fp1np[nH][pH]n1C(F)(F)F
**Gap between HOMO and LUMO (alpha / beta)**: 8.207 / 8.208 eV

Each line ends with the Mulliken charge.
Geometry (Å):
F1 -3.3278 0.5732 -1.1262  -0.261
P1 -2.6929 0.9020 0.3128  0.209
N1 -1.4865 1.9369 -0.1909  -0.088
P2 -0.0185 2.2658 0.1438  0.029
N2 0.5013 0.7305 0.5070  -0.227
P3 0.0113 -0.7374 -0.1314  0.191
N3 -2.0223 -0.6370 0.6852  -0.349
C1 -2.0259 -1.0703 2.0160  0.844
F2 -0.8719 -0.5410 2.6410  -0.315
F3 -3.0400 -0.7145 2.7475  -0.218
F4 -1.8642 -2.3849 2.1975  -0.271
H1 1.2410 0.3929 1.3039  0.349
H2 -0.5653 -0.2864 -1.4356  0.107

Atoms 1-6, force components in eV/Å:
F 0.331 -0.078 0.187
P -0.659 -0.287 0.354
N -0.530 0.591 -0.517
P -0.707 0.375 0.115
N 4.069 -3.017 2.722
P -3.535 0.094 -0.126

---

Q: charge of number 2 (C35H84NO36P7)?
A: 0

---

Q: The lowest M belongs to which entry?
A: CH2F4N3P3